The following is a DFT calculation (ωB97M-V with the def2-TZVPD basis set) of C13H30Cl2InN3OP as an isolated structure in a non-equilibrium geometry.

Results
Spin multiplicity: 1
LUMO in eV: 2.71
Kohn-Sham gap in eV: 4.73
Largest force on an atom in Eh/bohr: 0.192
Electronic energy in eV: -59992.8971
HOMO level in Eh: -0.0742
Relative energy (zero: lowest compared OMol25 entry of this formula, charge and spin) in kJ/mol: 210.2
Total charge: -1

Each line ends with the Löwdin charge.
CARTESIAN COORDINATES (ANGSTROEM)
1 In -0.304 1.402 -1.187  0.11
2 Cl 0.201 2.590 0.910  0.08
3 Cl -2.377 0.635 -2.133  0.03
4 C -0.063 3.069 -2.217  -0.21
5 H -0.612 3.233 -3.139  -0.01
6 H 0.572 3.868 -1.847  -0.01
7 C 1.843 0.578 -1.816  -0.34
8 C 1.195 1.496 -2.602  -0.48
9 H 2.360 0.878 -0.899  0.09
10 C 2.395 2.263 -3.225  -0.21
11 H 0.631 1.075 -3.466  0.13
12 C 3.390 1.334 -3.994  -0.20
13 H 2.018 3.051 -3.883  0.08
14 H 2.951 2.759 -2.415  0.11
15 C 3.625 -0.067 -3.378  -0.21
16 H 3.024 1.214 -5.021  0.09
17 H 4.358 1.847 -4.075  0.09
18 C 2.421 -0.595 -2.533  -0.22
19 H 3.880 -0.792 -4.169  0.09
20 H 4.484 -0.007 -2.690  0.10
21 H 1.676 -1.028 -3.225  0.11
22 H 2.763 -1.389 -1.846  0.10
23 C -1.007 0.442 3.787  -0.13
24 N -0.322 -0.153 2.652  -0.31
25 C 1.134 -0.045 2.689  -0.13
26 P -1.060 -0.798 1.331  0.55
27 O -0.289 -0.534 0.054  -0.35
28 N -1.304 -2.444 1.597  -0.32
29 C -0.245 -3.384 1.226  -0.11
30 C -1.951 -2.823 2.864  -0.12
31 N -2.646 -0.306 1.423  -0.30
32 C -3.629 -1.095 0.671  -0.13
33 C -2.967 1.123 1.423  -0.14
34 H -1.010 1.542 3.718  0.08
35 H -0.460 0.170 4.702  0.08
36 H -2.038 0.082 3.882  0.07
37 H 1.610 -0.898 2.185  0.08
38 H 1.449 0.891 2.206  0.01
39 H 1.454 -0.032 3.739  0.08
40 H 0.619 -3.317 1.907  0.08
41 H -0.653 -4.400 1.294  0.07
42 H 0.077 -3.197 0.198  0.08
43 H -1.291 -2.668 3.733  0.08
44 H -2.888 -2.279 3.020  0.07
45 H -2.186 -3.895 2.820  0.08
46 H -3.353 -2.153 0.687  0.07
47 H -4.612 -0.972 1.147  0.08
48 H -3.686 -0.748 -0.372  0.02
49 H -3.587 1.352 2.302  0.08
50 H -2.062 1.748 1.445  0.00
51 H -3.528 1.378 0.515  0.07

Atoms 1-3, force components in eV/Å:
-2.2342 -2.6359 4.0688
0.1739 0.3948 0.9535
-0.6935 -0.4573 -0.2958

***

The following is a DFT calculation (ωB97M-V with the def2-TZVPD basis set) of a 3-piece molecular cluster, C13H30ClNO3P overall in a non-equilibrium geometry.

Results
Spin multiplicity: 1
LUMO in eV: -4.00
Kohn-Sham gap in eV: 8.38
Largest force on an atom in Eh/bohr: 0.027
Electronic energy in eV: -43405.4709
HOMO level in Eh: -0.4547
Total charge: +1

Each line ends with the Löwdin charge.
CARTESIAN COORDINATES (ANGSTROEM)
1 C 1.529 0.122 1.169  -0.11
2 C 0.147 -0.495 1.204  -0.68
3 Cl -0.748 0.131 2.638  0.68
4 C -0.664 -0.331 -0.092  -0.16
5 C -1.638 0.823 -0.214  -0.28
6 C -1.102 2.266 -0.083  -0.08
7 C -2.232 3.017 0.662  -0.08
8 C -3.205 1.981 1.019  -0.03
9 N -2.855 0.809 0.644  -0.14
10 P -3.825 -0.552 1.219  0.75
11 O -4.618 -0.132 2.371  -0.35
12 H 2.143 -0.392 0.436  0.10
13 H 1.507 1.191 0.987  0.07
14 H 2.000 -0.030 2.136  0.08
15 H 0.274 -1.557 1.392  0.09
16 H 0.053 -0.163 -0.895  0.13
17 H -1.165 -1.264 -0.340  0.11
18 H -2.028 0.725 -1.232  0.16
19 H -0.226 2.248 0.551  0.10
20 H -0.915 2.678 -1.062  0.10
21 H -2.641 3.915 0.213  0.14
22 H -1.852 3.357 1.635  0.15
23 H -4.091 2.178 1.605  0.15
24 H -4.557 -0.913 0.083  0.04
25 H -2.837 -1.507 1.451  0.02
26 C 0.646 1.975 -5.327  -0.05
27 C -0.223 2.416 -4.163  -0.49
28 C -0.545 3.901 -4.225  -0.06
29 O 0.409 2.091 -2.914  -0.08
30 H 1.599 2.510 -5.312  0.09
31 H 0.861 0.909 -5.266  0.08
32 H 0.158 2.177 -6.280  0.09
33 H -1.151 1.842 -4.166  0.13
34 H 0.374 4.491 -4.178  0.09
35 H -1.175 4.199 -3.384  0.07
36 H -1.064 4.153 -5.149  0.09
37 H 1.243 2.572 -2.879  0.09
38 C 2.062 -3.669 3.957  -0.06
39 C 2.488 -4.030 2.542  -0.51
40 C 3.070 -5.432 2.466  -0.06
41 O 3.416 -3.071 2.030  -0.06
42 H 2.918 -3.686 4.635  0.09
43 H 1.640 -2.662 3.984  0.07
44 H 1.315 -4.369 4.333  0.08
45 H 1.623 -3.963 1.878  0.13
46 H 3.963 -5.504 3.092  0.09
47 H 3.359 -5.672 1.443  0.08
48 H 2.353 -6.178 2.809  0.08
49 H 4.206 -3.103 2.578  0.09

Atoms 1-3, force components in eV/Å:
-0.0154 -0.0216 0.4737
0.1932 -0.1058 -0.2985
-0.0634 -0.0073 0.1848

***

The following is a DFT calculation (ωB97M-V with the def2-TZVPD basis set) of C13H30GaO9 as an isolated structure in a non-equilibrium geometry.

Results
Spin multiplicity: 1
LUMO in eV: 2.41
Kohn-Sham gap in eV: 6.96
Largest force on an atom in Eh/bohr: 0.055
Electronic energy in eV: -84766.5568
HOMO level in Eh: -0.1672
Total charge: -1

Each line ends with the Löwdin charge.
CARTESIAN COORDINATES (ANGSTROEM)
1 C -4.972 -2.165 -1.108  -0.11
2 C -5.206 -3.766 -1.373  -0.25
3 O -4.364 -4.355 -2.426  -0.23
4 C -4.395 -3.576 -3.673  -0.19
5 C -2.925 -2.873 -3.847  -0.19
6 O -2.148 -2.771 -2.599  -0.32
7 C -1.179 -3.875 -2.461  -0.34
8 Ga 0.196 -3.515 -0.913  0.29
9 C 0.457 -1.476 -0.583  -0.34
10 C -0.939 -0.621 -0.488  -0.30
11 O -0.576 0.686 0.155  -0.22
12 H -3.869 -1.861 -0.859  0.07
13 H -5.654 -1.856 -0.186  0.08
14 H -5.413 -1.553 -2.031  0.08
15 H -4.897 -4.317 -0.360  0.13
16 H -6.367 -4.009 -1.505  0.12
17 H -4.494 -4.372 -4.556  0.13
18 H -5.311 -2.856 -3.789  0.11
19 H -3.055 -1.802 -4.351  0.13
20 H -2.314 -3.521 -4.608  0.11
21 H -0.561 -4.098 -3.441  0.06
22 H -1.799 -4.818 -2.099  0.06
23 H -0.305 -4.192 0.471  -0.12
24 H 1.639 -4.072 -1.396  -0.12
25 H 1.178 -1.003 -1.381  0.05
26 H 0.994 -1.354 0.473  0.05
27 H -1.698 -1.130 0.266  0.11
28 H -1.435 -0.425 -1.543  0.11
29 H -0.878 1.434 -0.465  0.10
30 C 3.117 5.963 -2.148  -0.06
31 O 2.316 4.799 -1.954  -0.01
32 C 2.744 3.987 -0.954  -0.56
33 O 3.720 4.175 -0.245  0.09
34 O 1.898 2.928 -0.881  0.00
35 C 2.227 1.983 0.135  -0.04
36 H 2.683 6.538 -2.970  0.09
37 H 3.112 6.589 -1.249  0.09
38 H 4.140 5.686 -2.423  0.10
39 H 2.187 2.450 1.125  0.09
40 H 3.215 1.547 -0.049  0.10
41 H 1.486 1.180 0.103  0.06
42 C 3.500 4.168 3.993  -0.05
43 O 2.699 3.004 4.187  -0.01
44 C 3.127 2.192 5.187  -0.56
45 O 4.103 2.380 5.896  0.10
46 O 2.281 1.133 5.260  0.00
47 C 2.611 0.188 6.276  -0.05
48 H 3.067 4.743 3.171  0.09
49 H 3.496 4.794 4.892  0.09
50 H 4.523 3.891 3.718  0.10
51 H 2.570 0.655 7.266  0.10
52 H 3.598 -0.248 6.092  0.10
53 H 1.869 -0.615 6.244  0.10

Atoms 1-3, force components in eV/Å:
-1.1967 0.1938 -0.0419
0.3425 0.0596 1.7341
-2.0427 1.9222 -0.1106

***

The following is a DFT calculation (ωB97M-V with the def2-TZVPD basis set) of C13H30HgO6P2 as an isolated structure in a non-equilibrium geometry.

Results
Spin multiplicity: 2
LUMO (spin up / spin down) in eV: -2.35 / -6.14
Kohn-Sham gap (spin up / spin down) in eV: 10.36 / 7.99
Largest force on an atom in Eh/bohr: 0.020
Electronic energy in eV: -49004.3944
HOMO level (spin up / spin down) in Eh: -0.4673 / -0.5195
Total charge: +1

Each line ends with the Löwdin charge.
CARTESIAN COORDINATES (ANGSTROEM)
1 Hg 0.007 -4.111 -0.120  1.02
2 C 2.740 0.462 1.394  -0.03
3 C 1.851 -0.705 1.780  -0.44
4 C 2.225 -1.296 3.127  -0.03
5 O 0.507 -0.177 1.818  -0.17
6 P -0.792 -1.031 1.567  0.46
7 O -0.597 -2.498 1.669  -0.39
8 C -1.496 -0.441 -0.019  -0.20
9 P -0.625 -1.039 -1.492  0.45
10 O -0.835 -2.466 -1.838  -0.37
11 O 0.898 -0.681 -1.171  -0.21
12 C 1.855 -1.032 -2.208  -0.43
13 C 2.779 0.149 -2.469  -0.02
14 C 2.654 -2.252 -1.779  -0.04
15 O -1.080 -0.202 -2.740  -0.16
16 C -1.082 1.251 -2.763  -0.44
17 C -2.502 1.745 -2.523  -0.03
18 C -0.572 1.689 -4.128  -0.03
19 O -1.825 -0.557 2.642  -0.15
20 C -2.129 0.852 2.826  -0.44
21 C -3.574 1.085 2.413  -0.03
22 C -1.895 1.215 4.282  -0.03
23 H 3.766 0.122 1.301  0.09
24 H 2.693 1.232 2.159  0.09
25 H 2.406 0.887 0.452  0.07
26 H 1.889 -1.490 1.016  0.11
27 H 2.198 -0.529 3.897  0.09
28 H 3.232 -1.701 3.076  0.09
29 H 1.529 -2.088 3.391  0.08
30 H -1.491 0.650 0.000  0.07
31 H -2.517 -0.823 -0.086  0.10
32 H 1.279 -1.265 -3.113  0.14
33 H 3.398 0.356 -1.599  0.08
34 H 2.214 1.043 -2.720  0.08
35 H 3.428 -0.099 -3.303  0.10
36 H 3.257 -2.020 -0.905  0.08
37 H 3.306 -2.565 -2.590  0.10
38 H 1.979 -3.089 -1.535  0.02
39 H -0.404 1.614 -1.976  0.14
40 H -3.152 1.378 -3.313  0.10
41 H -2.515 2.832 -2.527  0.10
42 H -2.890 1.391 -1.571  0.06
43 H -1.259 1.360 -4.903  0.09
44 H 0.410 1.266 -4.330  0.07
45 H -0.498 2.772 -4.153  0.09
46 H -1.449 1.437 2.196  0.13
47 H -4.242 0.513 3.052  0.10
48 H -3.745 0.785 1.382  0.07
49 H -3.814 2.141 2.515  0.09
50 H -2.556 0.644 4.924  0.09
51 H -2.096 2.274 4.425  0.09
52 H -0.865 1.014 4.567  0.08

Atoms 1-3, force components in eV/Å:
-0.3929 0.5409 0.0307
-0.3015 -0.2567 -0.0223
0.7741 -0.0969 0.0525

***

Number 3 is which compound?
C13H30GaO9

***

Which value of spin multiplicity does entry 4 give?
2

***

Number 4 is which compound?
C13H30HgO6P2